{
  "formula": "C39H40IN5O2SSiSr",
  "method": "ωB97M-V/def2-TZVPD",
  "charge": -2,
  "lumo_ev": [3.092, 3.092],
  "total_energy_ha": -2950.530867,
  "species": ["Sr", "C", "Si", "C", "C", "C", "C", "C", "C", "N", "C", "S", "H", "H", "H", "H", "H", "H", "H", "H", "H", "H", "H", "H", "C", "O", "C", "C", "C", "C", "C", "C", "N", "N", "C", "C", "C", "C", "O", "C", "N", "C", "C", "C", "C", "H", "H", "H", "H", "H", "H", "H", "H", "H", "H", "H", "H", "I", "C", "C", "C", "C", "N", "C", "H", "H", "H", "H", "C", "C", "C", "C", "C", "C", "C", "C", "C", "C", "H", "H", "H", "H", "H", "H", "H", "H", "H", "H", "H", "H"],
  "xyz": [[0.225, -0.019, 0.378], [-4.140, 0.760, 5.611], [-3.421, -0.945, 5.290], [-1.853, -1.174, 6.290], [-4.635, -2.226, 5.974], [-3.280, -1.247, 3.446], [-4.248, -1.970, 2.769], [-4.151, -2.215, 1.399], [-3.035, -1.729, 0.747], [-2.101, -0.999, 1.356], [-2.209, -0.712, 2.674], [-1.050, 0.383, 3.342], [-4.265, 0.948, 6.681], [-5.111, 0.874, 5.124], [-3.462, 1.512, 5.201], [-2.117, -1.243, 7.351], [-1.165, -0.346, 6.137], [-1.331, -2.092, 6.011], [-4.733, -2.085, 7.054], [-4.261, -3.238, 5.800], [-5.637, -2.159, 5.543], [-5.097, -2.374, 3.312], [-4.901, -2.783, 0.865], [-2.861, -1.918, -0.308], [-3.572, -1.981, -10.448], [-3.343, -0.838, -9.672], [-2.046, -0.693, -9.177], [-1.881, 0.117, -8.061], [-0.632, 0.337, -7.511], [0.537, -0.252, -8.064], [0.332, -1.057, -9.208], [-0.923, -1.278, -9.752], [1.823, -0.003, -7.679], [2.119, 0.506, -6.488], [1.485, 0.071, -5.351], [0.755, -1.109, -5.195], [0.240, -1.516, -3.960], [0.393, -0.794, -2.776], [-0.113, -1.157, -1.631], [1.153, 0.430, -2.898], [1.325, 1.184, -1.770], [2.040, 2.288, -1.843], [2.616, 2.763, -3.025], [2.427, 2.038, -4.178], [1.693, 0.843, -4.153], [-4.652, -2.069, -10.573], [-3.189, -2.883, -9.958], [-3.112, -1.909, -11.442], [-2.760, 0.573, -7.620], [-0.544, 0.970, -6.639], [1.209, -1.507, -9.660], [-1.012, -1.910, -10.628], [0.598, -1.746, -6.055], [-0.311, -2.449, -3.899], [2.174, 2.841, -0.914], [3.194, 3.678, -3.015], [2.834, 2.346, -5.132], [-4.770, 3.527, 2.448], [-3.199, 3.479, 1.080], [-2.764, 4.626, 0.442], [-1.709, 4.511, -0.447], [-1.132, 3.267, -0.649], [-1.545, 2.163, -0.024], [-2.567, 2.271, 0.824], [-3.237, 5.580, 0.632], [-1.333, 5.374, -0.981], [-0.316, 3.136, -1.347], [-2.882, 1.363, 1.318], [2.293, -3.179, 2.584], [3.048, -1.842, 2.496], [2.736, -1.061, 3.787], [2.526, -1.077, 1.282], [4.556, -2.049, 2.418], [5.372, -0.932, 2.203], [6.748, -1.044, 2.116], [7.361, -2.288, 2.239], [6.571, -3.405, 2.446], [5.186, -3.285, 2.537], [1.223, -2.968, 2.631], [2.566, -3.750, 3.480], [2.475, -3.797, 1.702], [1.660, -0.886, 3.847], [3.229, -0.087, 3.774], [3.066, -1.605, 4.680], [3.119, -1.410, 0.409], [4.892, 0.031, 2.075], [7.349, -0.159, 1.939], [8.438, -2.381, 2.163], [7.029, -4.385, 2.534], [4.595, -4.178, 2.693]]
}


{
  "formula": "C8H12NOS",
  "method": "ωB97M-V/def2-TZVPD",
  "charge": 1,
  "lumo_ev": -4.245,
  "total_energy_ha": -839.832944,
  "species": ["C", "C", "C", "C", "C", "C", "C", "C", "N", "O", "S", "H", "H", "H", "H", "H", "H", "H", "H", "H", "H", "H", "H"],
  "xyz": [[0.445, 0.330, -2.233], [1.148, -0.692, -2.725], [0.151, 0.238, -0.809], [0.461, -1.171, -0.390], [-0.095, -1.687, 0.895], [-0.342, -0.625, 1.903], [-1.248, 0.492, 1.332], [-0.585, 1.153, 0.084], [0.259, 2.278, 0.549], [0.997, -3.187, -2.084], [1.568, -1.939, -1.563], [0.053, 1.190, -2.859], [1.403, -0.629, -3.778], [-1.098, -2.344, 0.780], [0.601, -2.457, 1.043], [-0.734, -1.154, 2.758], [0.653, -0.333, 2.244], [-2.099, 0.121, 0.936], [-1.590, 1.188, 2.122], [-1.497, 1.524, -0.435], [0.963, 2.553, -0.078], [0.921, 2.118, 1.429], [-0.335, 3.033, 0.881]]
}


{
  "formula": "C3H6ClNOS",
  "method": "ωB97M-V/def2-TZVPD",
  "lumo_ev": 0.502,
  "total_energy_ha": -1106.258896,
  "smiles": "CCN(S)C(=O)Cl",
  "species": ["C", "C", "C", "N", "O", "S", "Cl", "H", "H", "H", "H", "H", "H"],
  "xyz": [[-1.341, -1.387, 0.238], [1.535, 0.554, -0.334], [0.522, 0.136, 0.803], [-0.785, -0.050, 0.282], [-0.801, -2.276, 0.815], [-1.699, 1.200, -0.438], [-2.816, -1.591, -0.662], [1.292, 1.544, -0.798], [2.589, 0.619, 0.065], [1.278, -0.198, -1.069], [0.741, -0.907, 1.165], [0.412, 0.878, 1.570], [-0.927, 1.478, -1.637]]
}


{
  "formula": "C18H38CuN7O2Si2",
  "method": "ωB97M-V/def2-TZVPD",
  "charge": -1,
  "lumo_ev": [2.528, 2.522],
  "total_energy_ha": -3462.089114,
  "spin_multiplicity": 2,
  "species": ["Cu", "C", "N", "C", "C", "N", "N", "C", "N", "N", "H", "H", "H", "H", "H", "H", "H", "H", "H", "H", "H", "C", "C", "C", "C", "C", "C", "N", "N", "Si", "C", "C", "C", "H", "H", "H", "H", "H", "H", "H", "H", "H", "H", "H", "H", "H", "H", "H", "C", "Si", "C", "C", "H", "H", "H", "H", "H", "H", "H", "H", "H", "C", "C", "O", "O", "H", "H", "H"],
  "xyz": [[-0.552, -0.861, 0.552], [3.795, -0.070, -1.086], [3.789, -0.749, 0.197], [4.966, -0.485, 1.007], [2.549, -0.838, 0.828], [1.502, -0.213, 0.540], [2.545, -1.818, 1.853], [1.434, -2.207, 2.594], [1.656, -3.410, 3.253], [0.359, -1.523, 2.644], [4.686, -0.380, -1.636], [3.823, 1.023, -0.973], [2.913, -0.363, -1.655], [5.848, -0.933, 0.545], [4.852, -0.894, 2.007], [5.149, 0.594, 1.105], [1.529, 0.483, -0.208], [3.202, -2.556, 1.669], [2.610, -3.623, 3.490], [1.013, -3.589, 4.004], [-0.358, -1.936, 3.235], [-2.869, -2.299, -1.189], [-2.457, -0.984, -1.795], [-3.119, -0.500, -2.905], [-2.750, 0.758, -3.403], [-1.761, 1.473, -2.792], [-1.092, 0.960, -1.628], [-1.476, -0.292, -1.179], [-0.157, 1.610, -0.962], [0.422, 3.184, -1.005], [-0.847, 4.543, -1.346], [1.151, 3.543, 0.691], [1.792, 3.429, -2.276], [-3.444, -2.884, -1.907], [-3.492, -2.120, -0.307], [-1.999, -2.863, -0.858], [-3.906, -1.083, -3.366], [-3.253, 1.161, -4.275], [-1.457, 2.447, -3.162], [-1.811, 4.274, -0.895], [-1.013, 4.696, -2.419], [-0.526, 5.499, -0.914], [0.347, 3.761, 1.406], [1.843, 4.396, 0.689], [1.682, 2.656, 1.058], [1.410, 3.281, -3.294], [2.592, 2.697, -2.116], [2.231, 4.433, -2.216], [-3.970, -1.045, 1.991], [-2.391, 0.009, 1.767], [-3.103, 1.596, 1.016], [-1.994, 0.497, 3.570], [-4.577, -0.618, 2.801], [-3.757, -2.094, 2.239], [-4.573, -1.036, 1.074], [-3.982, 1.938, 1.578], [-3.402, 1.431, -0.028], [-2.349, 2.393, 1.012], [-2.692, 1.274, 3.907], [-0.970, 0.878, 3.668], [-2.099, -0.364, 4.246], [0.981, -4.378, -1.696], [0.855, -2.917, -1.258], [1.423, -2.049, -1.939], [0.190, -2.740, -0.182], [1.319, -4.433, -2.731], [0.027, -4.894, -1.577], [1.714, -4.876, -1.055]]
}


The evaluated relative energy (zero: lowest compared OMol25 entry of this formula, charge and spin) for the records listed, in turn: 19.7; 55.5; 14.5; 15.1 kcal per mole.
The evaluated maximum force for the records listed, in turn: 0.4; 6.4; 4.3; 0.5 eV/Å.